Record 1
Molecular formula: C26H37N4O
Method: DFT, wB97M-V/def2-TZVPD

DFT total energy, hartree: -1306.91957
Frontier orbital gap, eV: 6.4
Energy relative to the best compared isomer or geometry (same formula, charge and spin), kJ/mol: 0.0
Multiplicity: 1
Total charge: +1

Structure (XYZ):
```
68
Properties=species:S:1:pos:R:3:forces:R:3
C 3.515 -1.971 -2.284 0.3 -0.1 -0.4
N 2.812 -1.629 -1.071 0.3 0.3 1.0
C 3.539 -1.375 0.067 0.9 -0.7 -0.7
O 4.737 -1.597 0.211 -1.5 0.5 -0.1
C 2.604 -0.744 1.072 -0.1 -0.8 0.7
C 2.972 0.717 1.343 0.4 0.1 -0.1
C 3.133 1.511 0.066 0.1 0.5 0.0
C 4.347 1.468 -0.629 0.0 -0.1 -0.1
C 4.494 2.132 -1.846 -0.2 0.0 0.0
C 3.427 2.872 -2.370 0.0 -0.2 0.2
C 2.233 2.968 -1.649 0.1 0.0 0.0
C 2.099 2.317 -0.419 0.1 -0.3 -0.3
N 1.297 -0.891 0.419 -2.0 1.0 0.6
C 0.220 -0.250 0.913 1.8 -0.8 -0.3
C -0.912 0.078 0.175 -1.5 0.8 -0.3
C -2.142 0.300 0.799 1.3 -1.2 -0.7
C -3.396 0.211 0.095 -0.9 0.4 -0.7
C -4.590 -0.109 0.795 0.6 0.1 -0.1
C -5.774 -0.361 0.110 0.0 0.0 -0.3
C -5.814 -0.261 -1.290 0.4 0.0 0.4
C -4.659 0.106 -1.996 0.2 0.1 0.1
C -3.468 0.362 -1.317 -0.3 -0.3 0.4
C 1.366 -1.569 -0.895 0.4 0.1 -1.0
C 0.679 -2.990 -1.014 0.3 0.4 0.6
C 1.327 -3.940 -0.007 0.0 -0.2 -0.1
C 0.872 -3.514 -2.434 0.1 -0.2 -0.3
C -0.816 -2.902 -0.746 -0.3 -0.1 0.0
H 4.339 -1.260 -2.437 -0.2 -0.2 0.1
H 3.943 -2.983 -2.217 -0.1 0.3 -0.1
H 2.831 -1.909 -3.134 0.2 0.0 0.2
H 2.615 -1.346 1.995 0.1 0.3 -0.2
H 2.218 1.171 1.994 0.2 0.0 0.0
H 3.932 0.689 1.877 -0.3 0.1 0.0
H 5.178 0.891 -0.214 -0.3 0.2 -0.2
H 5.441 2.061 -2.385 -0.3 0.1 0.2
H 3.534 3.377 -3.332 -0.1 -0.1 0.3
H 1.397 3.551 -2.043 0.3 -0.1 0.1
H 1.179 2.418 0.163 0.2 0.0 -0.2
H 0.280 0.009 1.976 0.0 0.0 -0.3
H -0.820 0.140 -0.918 -0.1 -0.5 0.6
H -2.172 0.355 1.883 0.0 0.0 0.0
H -4.546 -0.194 1.884 -0.1 0.0 -0.3
H -6.674 -0.640 0.663 0.3 0.1 -0.2
H -6.742 -0.461 -1.826 0.3 0.0 0.2
H -4.687 0.195 -3.084 0.0 0.0 0.4
H -2.578 0.678 -1.866 -0.4 -0.1 0.1
H 0.934 -0.917 -1.678 0.1 -0.1 0.3
H 1.173 -3.597 1.022 0.0 -0.1 -0.1
H 0.867 -4.933 -0.106 0.1 0.2 0.1
H 2.401 -4.051 -0.196 -0.2 0.0 0.1
H 0.550 -2.771 -3.177 0.1 -0.2 0.1
H 1.911 -3.797 -2.632 -0.3 0.1 0.0
H 0.263 -4.417 -2.584 0.1 0.3 0.1
H -1.304 -2.182 -1.417 0.0 -0.1 0.1
H -1.272 -3.887 -0.930 0.1 0.3 0.1
H -1.032 -2.630 0.292 0.0 0.0 -0.1
C -3.311 4.058 2.172 0.3 0.0 0.0
N -2.077 3.307 2.354 0.3 -0.1 -0.3
N -2.271 2.112 3.124 -0.4 0.2 0.9
C -1.186 2.019 4.116 -0.3 0.2 0.1
H -3.117 4.815 1.408 -0.2 -0.1 0.1
H -4.168 3.433 1.874 0.1 0.1 -0.1
H -3.550 4.565 3.118 0.0 -0.1 -0.3
H -1.677 2.992 1.475 -0.4 0.2 -0.2
H -3.167 2.224 3.612 0.5 -0.1 -0.2
H -1.554 1.492 5.002 0.2 0.0 -0.1
H -0.352 1.461 3.679 0.0 0.0 0.2
H -0.832 3.023 4.394 -0.1 -0.4 0.0
```
Positions in Å, forces in eV/Å.



Record 2
Molecular formula: C26H38BeBrNOP2
Method: DFT, wB97M-V/def2-TZVPD

DFT total energy, hartree: -4414.17896
Frontier orbital gap (spin up / spin down), eV: 6.4 / 6.6
Multiplicity: 1
Total charge: +2

Structure (XYZ):
```
70
Properties=species:S:1:pos:R:3:forces:R:3
C 1.117 4.722 -5.549 0.3 0.1 -0.1
C 2.397 4.509 -4.987 -0.3 1.5 -1.5
C 3.427 5.378 -5.412 -0.5 -0.2 -0.2
C 3.156 6.331 -6.408 0.0 -0.4 0.6
N 1.947 6.492 -6.937 0.1 0.1 -0.2
C 0.947 5.721 -6.518 0.3 -0.3 0.6
C 2.656 3.386 -4.131 -1.3 -0.9 1.0
C 2.159 2.189 -3.898 -1.8 1.8 -2.2
C 1.194 1.167 -3.920 -0.8 -1.3 -0.1
C -0.112 1.359 -3.403 0.3 -0.1 0.3
C -0.929 0.271 -3.115 0.4 0.0 -0.2
C -0.502 -1.047 -3.383 1.9 2.7 -0.9
C 0.731 -1.237 -4.040 0.1 0.5 0.0
C 1.552 -0.151 -4.320 -0.1 0.1 0.4
Be 3.632 2.443 -3.263 -1.0 3.1 -1.2
P 0.939 2.574 1.966 -0.7 -0.9 0.0
H 4.435 5.305 -5.009 -0.2 -0.1 0.0
H 0.260 4.115 -5.264 0.2 0.0 0.0
H 3.954 6.977 -6.782 -0.3 -0.2 0.1
H -0.028 5.901 -6.974 0.2 -0.1 0.1
H 2.510 -0.302 -4.829 -0.3 -0.1 0.2
H -0.437 2.378 -3.170 0.0 -0.4 0.0
H 1.069 -2.233 -4.299 -0.2 0.0 0.0
H -1.891 0.442 -2.650 0.0 -0.1 -0.1
C 1.164 1.535 3.425 0.2 -0.5 0.3
C 1.613 2.234 4.713 0.1 0.3 0.1
H 1.886 0.750 3.153 -0.1 0.2 0.0
H 0.202 1.025 3.591 0.2 0.1 -0.2
H 1.674 1.489 5.515 0.0 0.2 -0.2
H 2.606 2.686 4.609 -0.2 -0.1 0.0
H 0.907 3.009 5.035 0.2 -0.2 -0.1
C 2.178 3.881 1.847 0.5 0.0 -0.1
C 1.889 4.946 0.782 -0.1 0.1 -0.1
H 3.153 3.400 1.658 -0.4 0.1 0.1
H 2.254 4.353 2.843 -0.2 -0.3 -0.2
H 2.738 5.640 0.735 -0.2 -0.2 0.0
H 1.760 4.514 -0.219 0.0 0.0 0.2
H 0.993 5.534 1.024 0.2 -0.2 -0.1
C -0.725 3.267 1.959 -0.5 0.0 -0.6
C -1.066 4.191 3.136 0.2 0.2 0.3
H -1.423 2.416 1.934 0.3 0.1 0.0
H -0.848 3.804 1.006 0.0 -0.1 0.2
H -2.091 4.558 3.013 0.2 -0.1 0.0
H -1.019 3.667 4.098 0.0 0.1 -0.3
H -0.407 5.067 3.184 -0.1 -0.2 0.0
Br -1.470 -2.436 -2.868 -1.6 -2.1 0.7
P 5.215 0.813 -1.196 2.2 -2.5 3.0
C 4.535 1.811 0.216 -0.4 0.2 -0.9
C 5.217 1.426 1.529 0.3 0.0 0.1
H 3.444 1.660 0.256 0.2 0.1 0.1
H 4.746 2.862 -0.030 -0.2 -0.1 0.2
H 4.780 1.982 2.367 0.1 -0.1 -0.1
H 5.127 0.357 1.763 0.0 0.3 -0.1
H 6.288 1.668 1.504 -0.3 -0.1 0.0
C 4.436 -0.825 -0.764 0.0 0.2 0.1
C 5.326 -2.016 -1.091 0.0 -0.4 0.1
H 3.484 -0.904 -1.306 0.0 0.0 0.2
H 4.200 -0.813 0.306 0.0 -0.1 -0.2
H 4.779 -2.944 -0.892 0.1 0.1 -0.1
H 5.626 -2.027 -2.145 0.0 0.0 0.1
H 6.232 -2.032 -0.475 -0.1 0.1 -0.2
C 4.264 1.114 -2.652 0.7 -0.4 0.7
C 5.255 1.997 -3.581 1.3 -0.1 0.0
H 3.377 1.666 -2.096 0.8 -1.1 -0.4
H 3.911 0.211 -3.157 -0.1 0.3 0.3
H 4.891 3.045 -3.851 0.6 -0.7 -0.3
H 6.167 2.192 -2.997 -0.4 -0.1 -0.3
H 5.513 1.464 -4.502 -0.3 0.1 0.2
O 1.017 0.521 -0.183 -0.5 0.0 0.5
C 1.094 1.427 0.554 0.7 1.4 0.2
```
Positions in Å, forces in eV/Å.